DFT (wB97M-V/def2-TZVPD) results for the molecule CH3FN2O2 in a non-equilibrium geometry.

CARTESIAN COORDINATES (ANGSTROEM)
F -0.551532 -1.861935 1.995370
O -1.866355 0.078327 0.853200
O 0.067014 0.936119 0.135276
N 0.142844 -0.860758 1.309905
N -0.660603 0.002331 0.866759
C 0.604126 0.440818 -1.120635
H 0.761189 -0.669097 -0.971834
H -0.088158 0.819591 -1.777720
H 1.591476 1.114604 -1.290320

Atoms 1-6, force components in eV/Å:
F -0.09 0.96 -0.63
O 0.38 0.06 0.53
O 0.18 0.57 1.15
N 0.48 -0.61 0.96
N -0.59 -0.66 -1.34
C 3.17 0.51 2.03

Values from the calculation:
structure (SMILES) = CO/[N+]([O-])=N/F
energy = -10871.5870 eV
Kohn-Sham gap = 11.13 eV
total charge = 0
ΔE to the lowest compared entry with this formula, charge and spin = 351.20 kJ/mol